Molecular formula: C19H20N6O2
Method: DFT, ωB97M-V/def2-TZVPD

- Energy above the lowest of the compared OMol25 structures with the same formula, charge and spin: 171.12 kcal per mole
- SMILES string: O=[N+]([O-])c1ccc2nnnn2c1.C1=C(N2CCCC2)c2ccccc2CC1
- Kohn-Sham gap: 5.991 eV
- M: 364.41 Da

Structure (XYZ):
```
47
Properties=species:S:1:pos:R:3:nbo_charge:R:1
O 0.1510 -2.8785 -2.1874 -0.406
N 0.7545 -2.3103 -3.1417 0.500
C 0.9295 -0.9017 -3.0773 -0.051
C 0.2815 -0.2433 -2.0256 0.119
N 0.1940 1.1248 -2.1867 -0.214
N -0.3871 2.0056 -1.3163 -0.079
N -0.1256 3.2087 -1.7718 -0.013
N 0.6274 3.1638 -2.9049 -0.297
C 0.8232 1.8606 -3.1806 0.300
C 1.5219 1.1682 -4.1991 -0.234
C 1.5485 -0.2089 -4.1653 -0.160
O 1.1684 -2.9516 -4.1353 -0.369
H -0.5162 -0.7006 -1.4397 0.289
H 2.0004 1.7965 -4.9467 0.252
H 1.9794 -0.8169 -4.9618 0.265
C -3.6443 -1.2567 1.5962 -0.414
C -3.0603 -2.6723 1.5906 -0.411
C -1.5712 -2.5261 1.2435 -0.203
N -1.2577 -1.1163 1.4647 -0.445
C -0.0116 -0.5981 1.1614 0.199
C 0.8375 -1.1901 0.2233 -0.313
C 2.2782 -0.8509 0.2524 -0.420
C 2.4133 0.6839 0.2692 -0.412
C 1.5408 1.3538 1.2780 0.007
C 0.4135 0.6711 1.7898 -0.016
C -0.2626 1.2321 2.8846 -0.201
C -0.0126 2.5472 3.2723 -0.228
C 0.9754 3.2905 2.6082 -0.191
C 1.7555 2.6898 1.6247 -0.216
C -2.4656 -0.2828 1.4265 -0.208
H -4.3723 -1.1061 0.7965 0.214
H -4.1383 -1.0630 2.5523 0.211
H -3.1556 -3.1136 2.5875 0.209
H -3.5570 -3.3340 0.8784 0.217
H -0.9401 -3.1823 1.8647 0.207
H -1.3836 -2.7945 0.1908 0.179
H 0.5323 -2.1134 -0.2718 0.241
H 2.7016 -1.3026 1.1673 0.212
H 2.7997 -1.2652 -0.6192 0.210
H 3.4586 1.0021 0.3592 0.224
H 2.0749 1.0336 -0.7151 0.195
H -0.9768 0.6255 3.4421 0.214
H -0.6021 2.9980 4.0690 0.215
H 1.1438 4.3319 2.8792 0.215
H 2.5196 3.2568 1.0896 0.216
H -2.5168 0.2614 0.4628 0.185
H -2.4671 0.4738 2.2213 0.207
```

---

Molecular formula: C9H6F2NO3
Method: DFT, ωB97M-V/def2-TZVPD

- Energy above the lowest of the compared OMol25 structures with the same formula, charge and spin: 70.24 kcal per mole
- Kohn-Sham gap: 7.051 eV
- M: 214.15 Da
- Net charge: -1

Structure (XYZ):
```
21
Properties=species:S:1:pos:R:3:nbo_charge:R:1
C -1.5005 -1.9157 0.5504 -0.302
C -2.5293 0.0511 1.4469 -0.540
C 2.7220 0.3506 -1.3365 -0.436
C -0.5916 -1.1083 -0.0288 -0.015
C 1.8075 0.6845 -2.2059 0.198
C -2.6227 -1.3093 1.3559 0.439
C -1.6288 0.9260 0.8629 0.614
C 0.2916 1.1127 -0.5102 0.362
C 2.2478 0.3788 0.0797 0.567
N -0.5817 0.2829 0.1325 -0.488
O -3.4331 -2.0810 1.9545 -0.716
O -1.6468 2.1663 0.8922 -0.720
O 0.5386 0.9271 -1.8644 -0.491
F 2.4033 -0.8409 0.7520 -0.370
F 2.9111 1.3315 0.9573 -0.397
H -1.6610 -2.9322 0.1480 0.212
H -3.4078 0.5476 1.8222 0.211
H 3.8111 0.1781 -1.4269 0.227
H 0.3312 -1.5660 -0.2947 0.208
H 1.9469 0.8128 -3.2790 0.193
H 0.5920 2.0036 -0.0082 0.244
```

---

Molecular formula: C6H24B2O2Rb4
Method: DFT, ωB97M-V/def2-TZVPD

- Energy above the lowest of the compared OMol25 structures with the same formula, charge and spin: 86.93 kcal per mole
- Kohn-Sham gap: 4.264 eV
- M: 491.75 Da
- Net charge: +2

Structure (XYZ):
```
38
Properties=species:S:1:pos:R:3:nbo_charge:R:1
Rb -1.5047 4.6151 7.9066 0.999
Rb -4.3707 5.5559 1.2645 0.993
Rb 3.1826 5.8639 -0.5395 0.999
Rb -2.9670 -2.0688 2.7655 0.996
B -0.4204 2.1435 2.7492 -0.861
H -1.3244 2.2356 3.3311 -0.047
H 0.2217 1.3932 3.1839 -0.016
H -0.6197 1.8745 1.7235 -0.028
H 0.1388 3.0662 2.7633 -0.045
B -7.5330 1.3200 2.8790 -0.844
H -6.7080 1.4338 2.1929 -0.065
H -7.9483 2.2938 3.0878 -0.034
H -8.2856 0.7741 2.3314 -0.005
H -7.2038 0.8008 3.7657 -0.044
C 5.9157 -1.2871 -0.2798 -0.612
C 5.0706 -0.5311 0.7522 0.076
C 5.9826 0.4750 1.4142 -0.642
O 4.1453 0.1869 -0.0120 -0.718
H 6.5050 -0.5500 -0.8253 0.201
H 5.2366 -1.7612 -0.9884 0.217
H 6.5893 -2.0167 0.1697 0.217
H 4.5925 -1.2874 1.3747 0.170
H 6.5591 1.0821 0.7162 0.212
H 6.7938 0.1683 2.0745 0.226
H 5.3630 1.0637 2.0908 0.191
H 3.5695 0.6004 0.6353 0.462
C -3.1334 -2.4870 -3.6886 -0.618
C -1.6405 -2.7165 -3.7788 0.095
C -0.8392 -1.6686 -4.5246 -0.638
O -1.0412 -2.9572 -2.4975 -0.734
H -3.6613 -3.1390 -2.9928 0.225
H -3.5520 -2.5385 -4.6937 0.221
H -3.3105 -1.4715 -3.3344 0.191
H -1.6579 -3.6644 -4.3166 0.156
H -1.0247 -0.7051 -4.0498 0.200
H -1.2201 -1.6232 -5.5448 0.226
H 0.2373 -1.8353 -4.5625 0.213
H -0.1369 -2.6381 -2.5430 0.467
```

---

Molecular formula: C2ClF3O
Method: DFT, ωB97M-V/def2-TZVPD

- Energy above the lowest of the compared OMol25 structures with the same formula, charge and spin: 97.99 kcal per mole
- Kohn-Sham gap (alpha / beta): 7.157 / 9.457 eV
- M: 132.47 Da

Structure (XYZ):
```
7
Properties=species:S:1:pos:R:3:nbo_charge:R:1
C 0.1122 0.5441 0.7265 0.958
C -0.3986 -0.4270 -1.1717 0.363
O -0.2973 0.8755 -0.4099 -0.473
F 1.3430 0.5245 1.0678 -0.284
F -0.5019 -0.1470 1.6738 -0.301
F 0.8436 -0.9531 -1.3016 -0.327
Cl -1.5579 -1.5442 -0.7490 0.064
```

---

Molecular formula: C5H11IO3S
Method: DFT, ωB97M-V/def2-TZVPD

- Energy above the lowest of the compared OMol25 structures with the same formula, charge and spin: 60.38 kcal per mole
- Kohn-Sham gap: 8.785 eV
- M: 278.11 Da

Structure (XYZ):
```
21
Properties=species:S:1:pos:R:3:nbo_charge:R:1
C 1.9283 -0.5683 -0.2349 -0.766
C 1.9572 1.2708 1.4339 -0.735
C -3.2254 -0.8377 -1.5935 -0.857
C -0.7764 0.8750 -0.4502 -0.907
C 1.4167 -0.1389 1.0710 0.675
O -1.7139 -1.2661 0.4978 -0.878
O -0.5623 -1.3906 -1.6788 -0.930
O 0.6237 -0.8153 1.7103 -0.631
S -1.5030 -0.6209 -0.9414 1.991
I -0.5456 1.8609 -2.3419 0.066
H 1.7891 -1.5950 -0.4753 0.240
H 1.4987 -0.2363 -1.0763 0.267
H 3.0210 -0.5427 -0.3588 0.224
H 2.4121 1.8604 0.5490 0.242
H 2.7347 0.9813 2.1995 0.242
H 1.0916 1.8264 1.9311 0.243
H -3.2180 -0.5918 -2.6800 0.265
H -3.4571 -1.9590 -1.2790 0.285
H -3.8109 0.0577 -1.2533 0.258
H -1.5544 1.2405 0.1323 0.181
H -1.0004 -1.0313 1.0159 0.525
```

---

Molecular formula: C4H4IN
Method: DFT, ωB97M-V/def2-TZVPD

- Energy above the lowest of the compared OMol25 structures with the same formula, charge and spin: 154.92 kcal per mole
- Kohn-Sham gap (alpha / beta): 7.772 / 7.772 eV
- M: 192.99 Da

Structure (XYZ):
```
10
Properties=species:S:1:pos:R:3:nbo_charge:R:1
C 1.0060 -0.1343 -0.6757 0.112
C 1.9212 -0.4768 0.1571 -0.076
C -0.3723 0.1236 -1.1223 -0.518
C -0.8416 -0.2436 0.2359 -0.201
N 0.8701 -0.3775 1.0829 -0.478
I 1.0949 1.2388 2.4089 0.215
H -0.5224 1.1683 -1.4016 0.240
H -0.6763 -0.5435 -1.9271 0.254
H -1.3151 0.5059 0.8463 0.228
H -1.1644 -1.2610 0.3954 0.225
```